1.
16
Properties=species:S:1:pos:R:3 method="wB97M-V/def2-TZVPD" homo_ev=-14.4 orbital_gap_ev=9.43 relative_energy_kj_mol=157.6 fmax_ha_per_bohr=0.0457 energy_ev=-7839.6837 total_charge=+1
C 0.98483 -1.74481 1.79506
C 0.49703 -0.52701 1.07112
C -0.54839 -0.49996 0.25026
N -0.89469 0.72894 -0.37993
C -2.04073 1.27592 -0.49546
H 2.00950 -1.63605 2.16760
H 0.37079 -2.00792 2.67932
H 1.05291 -2.58426 1.12156
H 1.13396 0.33755 1.34315
H -1.10009 -1.39392 -0.00570
H -0.02878 1.16220 -0.88284
H -2.26714 1.92107 -1.31518
H -2.95983 0.86528 -0.02572
H 2.04348 0.17982 -1.31623
H 1.65854 0.80818 -2.66489
O 1.40367 0.77130 -1.72579


2.
93
Properties=species:S:1:pos:R:3 method="wB97M-V/def2-TZVPD" homo_ev=-8.9 smiles="NC(N)=O.NC(N)=O.NC(N)=O.CCO.CCO.CCO.CCO.CCO.CO.CO.CO.CO" orbital_gap_ev=8.37 relative_energy_kj_mol=145.4 fmax_ha_per_bohr=0.2067 energy_ev=-52075.5436 total_charge=0
N -0.75101 -3.71278 1.35452
C -0.08733 -3.42124 2.41571
N 0.99083 -4.15683 2.69764
O -0.55066 -2.40817 3.30814
H -1.49217 -2.95849 1.05267
H -0.50512 -4.47052 0.62584
H 1.20558 -4.01622 3.68343
H 1.47760 -4.88068 2.07112
N 3.42220 -0.23768 -2.62951
C 3.18260 -1.17958 -1.82599
N 2.00909 -1.66721 -1.91657
O 4.15282 -1.61935 -0.95062
H 4.39077 0.19212 -2.63532
H 2.60465 0.13541 -3.18035
H 1.80662 -2.53924 -1.40039
H 1.31480 -1.49987 -2.60684
N -1.31575 1.99565 -3.01789
C -1.87593 1.55627 -4.14018
N -1.71733 0.27044 -4.23274
O -2.35359 2.40541 -5.08249
H -1.47381 3.00985 -2.94956
H -0.80866 1.44698 -2.22145
H -1.86171 -0.11497 -5.15488
H -1.59540 -0.36519 -3.51353
C 2.44062 2.76648 -1.06988
C 1.39550 3.82852 -1.14959
O 0.94464 3.96325 0.13935
H 3.37330 3.12270 -0.69577
H 2.68969 2.37147 -2.06059
H 2.11869 1.94238 -0.44624
H 0.52771 3.47308 -1.72794
H 1.62049 4.75273 -1.63800
H 0.15553 4.54279 0.08509
C 2.69333 -1.25623 1.75732
C 3.74285 -1.91056 2.66763
O 4.12611 -1.04375 3.71806
H 2.95282 -0.36040 1.14263
H 1.83944 -1.08808 2.41496
H 2.30733 -2.04046 1.13515
H 4.65374 -2.10115 2.05169
H 3.38011 -2.84825 3.03385
H 3.26961 -0.88874 4.17580
C -2.98553 3.10923 -0.16540
C -3.99410 3.11590 1.00153
O -5.27978 3.18329 0.46500
H -1.95755 3.32194 0.11611
H -3.27310 3.86513 -0.96607
H -3.01998 2.14487 -0.61969
H -3.87539 3.96233 1.60166
H -3.77030 2.32658 1.67274
H -5.91376 3.01928 1.13541
C 3.32657 2.32620 2.56092
C 1.87755 1.95235 2.74786
O 1.08983 3.14352 2.70097
H 3.71029 3.00842 3.30706
H 3.48260 2.83695 1.59889
H 4.01549 1.55020 2.64461
H 1.69884 1.53595 3.78985
H 1.57936 1.25267 1.96185
H 1.11723 3.43698 1.78305
C -1.23450 0.64335 3.46849
C -2.61277 0.11622 3.15655
O -2.76454 -1.17315 3.59608
H -1.12707 1.57555 2.88023
H -0.41337 0.03370 3.04706
H -0.96943 0.81908 4.49758
H -2.73891 0.10422 2.09117
H -3.39725 0.87682 3.48706
H -1.95519 -1.69119 3.40381
C 1.41142 -0.90073 -5.11850
O 1.05909 0.00793 -4.09252
H 1.44730 -0.41498 -6.07544
H 0.73570 -1.73733 -5.13188
H 2.41835 -1.23001 -4.77946
H 0.09526 0.29554 -4.15774
C -3.79308 -3.30725 0.98122
O -2.99072 -2.20106 0.63213
H -3.55163 -4.08010 0.22756
H -4.79523 -2.90736 0.80175
H -3.66864 -3.56789 2.05565
H -3.45036 -1.65614 -0.05752
C -1.21597 -3.09503 -1.97914
O -1.58291 -2.07030 -2.88431
H -0.64565 -2.66897 -1.10654
H -0.58213 -3.85525 -2.51935
H -2.05520 -3.68918 -1.70848
H -2.32769 -2.42751 -3.39083
C -0.48634 0.08166 -0.10844
O 0.22870 0.48023 -1.20596
H -1.04963 0.82463 0.50691
H 0.17782 -0.39071 0.60200
H -1.25575 -0.67520 -0.33016
H 0.86150 -0.20122 -1.40957


3.
62
Properties=species:S:1:pos:R:3 method="wB97M-V/def2-TZVPD" homo_ev=-9.7 orbital_gap_ev=6.04 relative_energy_kj_mol=174.5 fmax_ha_per_bohr=0.1180 energy_ev=-91853.8842 total_charge=+1
Zn 0.26780 0.11489 -0.05666
P -0.76263 -0.23044 -2.09786
P 0.50522 0.47353 2.23993
N -1.81039 -0.46179 0.65602
C -2.52981 -0.27291 -1.70665
H -3.00287 0.54067 -2.26529
H -2.91276 -1.21841 -2.08132
C -2.93039 -0.13448 -0.24977
H -3.23478 0.91527 -0.05951
H -3.80847 -0.76305 -0.01438
C -2.17577 -0.35340 2.12558
H -2.06827 -1.35507 2.60504
H -3.22316 -0.03839 2.29210
C -1.25930 0.69151 2.78227
H -1.28864 0.64663 3.88124
H -1.52900 1.70304 2.41393
C 1.40730 1.80491 3.16490
C 1.56281 3.05063 2.26459
H 0.59735 3.44754 1.91998
H 2.18899 2.85772 1.37519
H 2.05059 3.84559 2.85647
C 0.87158 -1.15488 3.06778
C 2.28139 -1.62365 2.70993
H 2.29540 -2.71596 2.80501
H 3.02202 -1.21442 3.39733
H 2.56253 -1.37504 1.67753
C -0.42810 -1.88793 -2.87392
C 0.91839 -1.96026 -3.60367
H 1.13435 -3.01431 -3.83818
H 1.74647 -1.57749 -3.00051
H 0.87062 -1.42083 -4.56272
C -0.53449 1.08877 -3.40877
C 0.95406 1.42886 -3.62788
H 1.02947 2.38889 -4.16584
H 1.46704 0.66806 -4.23476
H 1.51622 1.54742 -2.68963
C 2.45020 -0.01497 -0.14272
C 0.66303 -1.07581 4.59216
H 0.39662 -0.06972 4.95533
H -0.14876 -1.76055 4.87879
H 1.57185 -1.41115 5.10964
C -1.54236 -2.39574 -3.81629
H -1.07656 -3.01858 -4.60548
H -2.27150 -3.00819 -3.26450
H -2.06486 -1.56685 -4.32534
C -1.25694 0.82513 -4.73006
H -1.11468 1.69816 -5.38165
H -0.85738 -0.05396 -5.25227
H -2.33781 0.70876 -4.57596
C 2.72830 1.43437 3.79942
H 3.45008 1.02082 3.10012
H 3.17059 2.33378 4.22665
H 2.61000 0.74928 4.62814
H 0.68341 2.05413 3.95828
H -0.99862 1.96749 -2.93107
H 0.12833 -1.82644 2.59244
H -0.40104 -2.53757 -1.97908
O 3.50299 0.28378 -0.50176
H -1.35024 -1.69168 0.51345
H -0.78864 -2.22039 0.22673
O -0.70798 3.08350 -0.42624
C -0.18883 2.05116 -0.34622


4.
20
Properties=species:S:1:pos:R:3 method="wB97M-V/def2-TZVPD" homo_ev=-8.1 smiles="CC(C)(C)C(=O)C(N)=S" orbital_gap_ev=8.39 relative_energy_kj_mol=167.7 fmax_ha_per_bohr=0.0879 energy_ev=-20771.6099 total_charge=0
C -0.95319 0.35942 -1.30017
C -0.45104 0.52672 0.13799
C 0.63424 1.52240 0.17710
C -1.47634 1.05411 1.17132
C 0.02656 -0.78025 0.46868
O -0.36507 -1.58278 1.25654
C 1.28987 -1.54969 -0.63325
N 1.67224 -2.60885 0.18139
S 1.73897 -1.13783 -2.15033
H -0.13424 0.27632 -1.98053
H -1.49268 1.23302 -1.49275
H -1.62008 -0.56623 -1.36014
H 1.42610 1.51438 -0.60318
H 1.02349 1.55630 1.13299
H 0.30979 2.52444 -0.02747
H -2.15109 0.30146 1.32399
H -1.93323 1.96823 0.63212
H -1.01393 1.22989 2.14853
H 0.95613 -2.73572 0.88891
H 2.51347 -3.10534 0.02828